Record 1
7
Properties=species:S:1:pos:R:3:mulliken_charge:R:1 method="wB97M-V/def2-TZVPD" orbital_gap_ev="8.87 / 7.40" de_lowest_kcal_mol=0.0 spin_multiplicity=1
C 1.07 0.60 0.74 0.432
F 0.57 0.14 1.90 -0.158
F 1.88 -0.33 0.22 -0.162
F 1.75 1.73 0.94 -0.182
P -1.62 0.07 -1.06 0.354
Cl -0.97 -0.93 -2.65 -0.144
Cl -2.67 -1.28 -0.08 -0.140


Record 2
54
Properties=species:S:1:pos:R:3:mulliken_charge:R:1 method="wB97M-V/def2-TZVPD" orbital_gap_ev=9.37 de_lowest_kcal_mol=29.0 smiles="Cc1cnc(C(=O)N2CCC[C@@H](C(=O)c3ccc(C(C)(C)C)cc3)C2)cn1" spin_multiplicity=1
C 0.25 -5.72 -4.75 -1.176
C 0.02 -4.26 -4.56 0.721
C -0.48 -3.73 -3.36 -0.594
N -0.67 -2.44 -3.19 -0.387
C -0.37 -1.63 -4.20 0.424
C -0.42 -0.14 -4.04 0.698
O 0.35 0.55 -4.68 -0.697
N -1.32 0.39 -3.18 0.104
C -2.44 -0.28 -2.56 -0.882
C -2.32 -0.23 -1.04 -0.547
C -2.22 1.22 -0.58 -1.204
C -1.04 1.91 -1.28 0.528
C 0.27 1.29 -0.80 0.268
O 1.05 0.74 -1.54 -0.591
C 0.54 1.37 0.66 0.639
C 1.33 0.37 1.22 -1.595
C 1.62 0.36 2.57 -0.136
C 1.15 1.37 3.41 0.682
C 1.44 1.40 4.90 2.121
C 2.21 2.70 5.23 -1.619
C 0.12 1.37 5.68 -1.622
C 2.29 0.22 5.37 -2.118
C 0.38 2.38 2.84 -0.658
C 0.07 2.38 1.49 -0.942
C -1.19 1.78 -2.80 -1.824
C 0.13 -2.15 -5.39 -0.227
N 0.31 -3.45 -5.57 -0.524
H 1.01 -6.07 -4.05 0.295
H 0.58 -5.90 -5.76 0.320
H -0.67 -6.28 -4.56 0.316
H -0.73 -4.37 -2.52 0.400
H -3.36 0.24 -2.86 0.336
H -2.49 -1.31 -2.90 0.510
H -1.42 -0.78 -0.74 0.325
H -3.18 -0.72 -0.58 0.429
H -3.15 1.74 -0.85 0.476
H -2.11 1.27 0.50 0.562
H -1.03 2.97 -1.02 0.514
H 1.70 -0.41 0.58 0.466
H 2.23 -0.44 2.96 0.428
H 1.62 3.58 4.98 0.332
H 3.13 2.74 4.66 0.383
H 2.45 2.73 6.29 0.455
H 0.31 1.38 6.75 0.455
H -0.50 2.23 5.43 0.325
H -0.44 0.47 5.43 0.376
H 1.79 -0.72 5.18 0.437
H 2.47 0.30 6.44 0.430
H 3.26 0.21 4.87 0.429
H 0.01 3.18 3.45 0.342
H -0.51 3.20 1.09 0.365
H -2.08 2.34 -3.13 0.450
H -0.31 2.17 -3.31 0.546
H 0.38 -1.50 -6.22 0.455


Record 3
25
Properties=species:S:1:pos:R:3:mulliken_charge:R:1 method="wB97M-V/def2-TZVPD" orbital_gap_ev="7.76 / 7.76" de_lowest_kcal_mol=93.5 spin_multiplicity=1
C 0.11 -1.47 -1.26 0.241
C 0.62 -2.85 -0.92 -1.251
N -1.17 -1.13 -1.25 -0.754
H -1.73 -1.80 -0.71 0.238
H -1.01 0.38 -0.52 0.496
H 0.69 -0.98 -2.04 0.350
H 0.84 -0.58 -0.17 -0.435
H 0.50 -3.51 -1.78 0.377
H 1.68 -2.82 -0.65 0.338
H 0.07 -3.27 -0.08 0.303
C -1.31 1.88 0.95 -1.046
C 0.14 2.04 -1.00 -0.973
N -0.45 1.15 0.02 -0.165
C 0.80 0.25 0.81 0.956
N 0.22 -0.60 1.79 -0.628
N 1.85 0.98 1.03 -0.884
H 0.05 -0.13 2.67 0.254
H -0.58 -1.12 1.47 0.229
H 2.37 0.63 1.83 0.225
H -2.04 2.49 0.40 0.381
H -0.69 2.53 1.56 0.391
H -1.85 1.18 1.58 0.320
H -0.65 2.52 -1.58 0.371
H 0.76 2.78 -0.50 0.400
H 0.78 1.46 -1.65 0.265